1.
Density functional theory data (wB97M-V/def2-TZVPD) for a cluster of 5 separate species, C34H48FNO15 in total in a non-equilibrium geometry.

Results
Multiplicity: 1
HOMO: -0.3208 Eh
Electronic energy: -2607.2968 Eh
Structure (SMILES): C[C@@H](F)c1cc2c(cc1CCN)C(=O)c1cc(O)ccc1C2=O.CCOC(=O)OC.CCOC(=O)OC.CCOC(=O)OC.CCOC(=O)OC

Last column: Löwdin charge in e.
Cartesian coordinates (Å):
1 C -1.03000 4.44043 -6.75877  -0.0722
2 C -0.23956 5.01869 -5.49398  -0.2801
3 F -1.25136 5.45485 -4.52059  -0.0972
4 C 0.68575 3.95033 -4.74461  -0.0545
5 C 0.31641 2.43606 -4.83163  0.0679
6 C 1.19169 1.40878 -4.06948  -0.0283
7 C 2.44578 1.85792 -3.22537  -0.0259
8 C 2.85196 3.35424 -3.14221  0.0540
9 C 1.94833 4.37168 -3.92679  -0.1017
10 C 2.42078 5.91926 -3.82900  -0.1425
11 C 2.03816 6.41759 -2.34767  -0.2600
12 N 1.18480 7.65770 -2.35545  -0.0346
13 C 3.24609 0.69635 -2.43739  -0.2544
14 O 4.49894 0.63742 -2.37646  0.0518
15 C 2.28891 -0.42152 -1.77090  -0.0309
16 C 2.52125 -1.01163 -0.35541  0.0558
17 C 1.52074 -2.06237 0.21692  -0.1927
18 O 1.79176 -2.56776 1.52030  -0.0230
19 C 0.27664 -2.52033 -0.62394  0.0294
20 C 0.05118 -1.91929 -2.05735  0.0176
21 C 1.04532 -0.87711 -2.62672  -0.0497
22 C 0.86615 -0.17390 -4.06908  -0.2606
23 O 0.54198 -0.79669 -5.11186  0.0462
24 H -0.26690 3.99925 -7.50013  0.1016
25 H -1.86734 3.70629 -6.50205  0.0859
26 H -1.54820 5.34818 -7.25617  0.0924
27 H 0.31365 5.97533 -5.79661  0.1328
28 H -0.60029 2.11527 -5.42313  0.1076
29 H 3.76061 3.72245 -2.53799  0.1244
30 H 3.56933 5.94107 -3.90700  0.1150
31 H 1.95310 6.52155 -4.67520  0.0976
32 H 1.40031 5.59868 -1.83639  0.1164
33 H 2.97785 6.54831 -1.71427  0.1161
34 H 0.94334 7.81054 -1.35444  0.0859
35 H 0.29152 7.44840 -2.82988  0.0770
36 H 3.42535 -0.63850 0.25167  0.1189
37 H 2.59444 -2.10788 1.87561  0.1045
38 H -0.46912 -3.26197 -0.18855  0.0809
39 H -0.84509 -2.25410 -2.67477  0.1081
40 C 2.37055 2.72624 5.65858  -0.0669
41 C 1.69419 1.43591 5.23753  -0.2147
42 O 2.57600 0.63615 4.43879  0.0259
43 C 3.48945 -0.07464 5.11997  -0.5887
44 O 3.61889 -0.10355 6.31919  0.1260
45 O 4.25285 -0.73288 4.22921  -0.0131
46 C 5.32093 -1.47359 4.81824  -0.0451
47 H 2.76335 3.25685 4.78709  0.0819
48 H 1.66770 3.37760 6.18277  0.0810
49 H 3.21736 2.53039 6.32025  0.0761
50 H 0.82725 1.66541 4.61415  0.1232
51 H 1.33046 0.87110 6.10041  0.1250
52 H 4.95707 -2.13944 5.60331  0.0982
53 H 6.07541 -0.78960 5.21246  0.1006
54 H 5.77852 -2.08126 4.03618  0.0936
55 C -5.12663 -7.97504 -1.13392  -0.0624
56 C -3.74224 -8.57805 -0.99377  -0.2084
57 O -2.75509 -7.55314 -0.82669  0.0362
58 C -2.64997 -7.04569 0.41224  -0.5818
59 O -3.29530 -7.38055 1.37740  0.1132
60 O -1.71569 -6.08006 0.38783  -0.0007
61 C -1.55523 -5.39926 1.63100  -0.0436
62 H -5.14172 -7.22794 -1.93191  0.0827
63 H -5.86410 -8.74878 -1.35903  0.0815
64 H -5.43052 -7.46653 -0.21606  0.0762
65 H -3.48462 -9.11587 -1.90874  0.1262
66 H -3.69768 -9.29866 -0.17299  0.0974
67 H -1.38418 -6.10059 2.45010  0.0989
68 H -2.43206 -4.77956 1.83178  0.1038
69 H -0.68311 -4.74873 1.54837  0.0767
70 C -2.43330 -10.66641 2.74446  -0.0582
71 C -3.87713 -10.98957 2.41280  -0.2087
72 O -4.10740 -12.40364 2.46443  0.0328
73 C -4.28345 -12.91688 3.69292  -0.5873
74 O -4.27515 -12.29890 4.73015  0.1204
75 O -4.44822 -14.24535 3.56943  -0.0005
76 C -4.57077 -14.93015 4.81412  -0.0491
77 H -1.75406 -11.23736 2.10525  0.0843
78 H -2.23517 -9.60073 2.60933  0.0664
79 H -2.19677 -10.93236 3.77728  0.0772
80 H -4.09596 -10.67309 1.39108  0.1018
81 H -4.57034 -10.45768 3.07022  0.1295
82 H -5.34972 -14.48586 5.43712  0.0962
83 H -3.61175 -14.92761 5.33673  0.0989
84 H -4.84750 -15.96384 4.60187  0.0931
85 C -0.34191 14.55356 -0.08854  -0.0689
86 C -0.66056 13.15311 0.39839  -0.2192
87 O -0.46891 12.19442 -0.64896  0.0276
88 C 0.80381 11.82067 -0.86586  -0.5885
89 O 1.77232 12.20887 -0.25753  0.1170
90 O 0.81408 10.95586 -1.89373  -0.0026
91 C 2.12070 10.53363 -2.28232  -0.0739
92 H -0.90983 14.78457 -0.99375  0.0816
93 H -0.58174 15.29333 0.67861  0.0793
94 H 0.71589 14.65184 -0.34273  0.0756
95 H -1.71286 13.09792 0.68599  0.1215
96 H -0.07077 12.88916 1.28076  0.1232
97 H 2.68385 10.14846 -1.42980  0.0940
98 H 2.65481 11.36217 -2.75417  0.0968
99 H 2.01165 9.73204 -3.01053  0.0615

Forces on atoms 1 to 3 (eV/Å):
0.2 1.0 -0.1
-0.4 -0.8 0.4
1.3 -0.4 -1.2



2.
Density functional theory data (wB97M-V/def2-TZVPD) for a structure of composition C34H48N4O6S4ScSiTe.

Results
Multiplicity: 1
Net charge: -1
HOMO: -0.1028 Eh
Electronic energy: -4906.2706 Eh

Last column: Löwdin charge in e.
Cartesian coordinates (Å):
1 Sc 1.22835 0.78532 0.08466  0.7065
2 O 1.72098 -4.87623 0.88532  0.0399
3 C 1.28476 -4.37918 2.06170  -0.2617
4 C 1.05910 -5.28495 3.09380  -0.0193
5 C 0.62715 -4.84300 4.33175  -0.0734
6 C 0.41115 -3.49211 4.57272  -0.1115
7 C 0.61385 -2.58982 3.55064  -0.0541
8 C 1.05239 -3.00423 2.28885  -0.0715
9 C 1.27714 -1.98748 1.26111  -0.4135
10 O 1.02109 -0.74903 1.49435  -0.1686
11 N 1.79117 -2.39290 0.10514  0.0589
12 N 2.11352 -1.31048 -0.64692  -0.0129
13 C 2.88152 -1.48106 -1.65116  -0.0588
14 C 3.48818 -0.28825 -2.23599  -0.2745
15 C 4.29096 -0.33908 -3.37194  -0.0165
16 C 4.93368 0.81622 -3.77624  -0.0603
17 C 4.76168 1.97590 -3.03612  -0.0478
18 C 3.91756 1.94141 -1.93753  -0.1682
19 N 3.29074 0.83994 -1.54476  0.0232
20 H 1.88244 -4.10762 0.29074  0.0554
21 H 1.22268 -6.33570 2.89360  0.1106
22 H 0.43265 -5.56581 5.11459  0.1048
23 H 0.01957 -3.14653 5.51931  0.0743
24 H 0.36384 -1.54846 3.70250  0.0240
25 H 3.19524 -2.47475 -1.96305  0.1355
26 H 4.40533 -1.27014 -3.91104  0.1141
27 H 5.56589 0.81207 -4.65488  0.1067
28 H 5.25548 2.89766 -3.30913  0.1045
29 H 3.71897 2.83316 -1.35582  0.1065
30 C -2.99135 -0.75039 -1.68214  -0.0241
31 C -2.08118 -0.49103 -0.48897  -0.5624
32 C -1.57662 -1.81204 0.06786  -0.0204
33 C -2.80272 0.27815 0.60605  -0.0319
34 O -0.89534 0.28731 -0.94895  -0.2638
35 Si -1.00902 1.58641 -2.02017  -0.1696
36 S 0.83695 2.48411 -1.82094  0.4240
37 O -1.34372 1.08967 -3.54971  -0.1464
38 C -0.57674 0.43765 -4.55883  -0.6473
39 C -1.58983 -0.23799 -5.47618  -0.0264
40 C 0.22113 1.48800 -5.32414  -0.0343
41 C 0.35716 -0.59849 -3.94325  -0.0307
42 O -2.33063 2.41365 -1.57921  -0.1517
43 C -2.98618 3.56131 -2.11954  -0.6373
44 C -1.98579 4.48769 -2.80009  -0.0442
45 C -4.03868 3.07873 -3.11240  -0.0248
46 C -3.63238 4.25979 -0.93081  -0.0218
47 H -3.83856 -1.34506 -1.33734  0.0975
48 H -2.47076 -1.31004 -2.46123  0.0779
49 H -3.37692 0.17375 -2.11119  0.0717
50 H -2.43187 -2.47298 0.21763  0.0891
51 H -1.11828 -1.66532 1.04265  0.0695
52 H -0.88072 -2.29869 -0.62005  0.0918
53 H -3.51634 -0.38573 1.09611  0.0844
54 H -3.32136 1.14866 0.21313  0.0785
55 H -2.10401 0.59517 1.37835  0.0374
56 H -2.27554 0.50562 -5.88441  0.0850
57 H -2.17196 -0.97154 -4.91741  0.0798
58 H -1.08636 -0.74314 -6.30265  0.0845
59 H -0.45592 2.23150 -5.74824  0.0863
60 H 0.78355 1.02495 -6.13805  0.0842
61 H 0.91715 1.99137 -4.65221  0.0516
62 H -0.20505 -1.32381 -3.35332  0.0872
63 H 1.07847 -0.10356 -3.29287  0.0424
64 H 0.90184 -1.13015 -4.72667  0.0934
65 H -1.50320 3.98790 -3.64315  0.0741
66 H -1.21279 4.79531 -2.09584  0.0773
67 H -2.49982 5.37486 -3.17475  0.0872
68 H -3.56150 2.52998 -3.92528  0.0769
69 H -4.59097 3.92379 -3.52816  0.0843
70 H -4.74437 2.41371 -2.61175  0.0874
71 H -2.86602 4.54831 -0.21113  0.0863
72 H -4.32809 3.58445 -0.43168  0.0874
73 H -4.17631 5.14896 -1.25559  0.0845
74 S -0.13133 2.78814 1.20292  0.5530
75 C -0.59744 2.61010 2.80955  -0.8573
76 N -0.91097 2.57274 3.92376  0.0599
77 O 2.87200 1.28055 1.24550  -0.6300
78 S 3.31254 0.74301 2.61527  1.0546
79 C 4.21267 2.15027 3.32186  -0.3040
80 C 3.72287 2.29659 4.75708  -0.2322
81 C 2.21036 2.12085 4.67198  -0.2232
82 C 1.97714 0.86199 3.84925  -0.3018
83 H 3.88894 2.99450 2.70992  0.1032
84 H 5.28257 1.99370 3.20075  0.0872
85 H 4.01255 3.26704 5.16114  0.1143
86 H 4.16632 1.52680 5.39485  0.1138
87 H 1.75002 2.97361 4.17383  0.1017
88 H 1.73136 2.02134 5.64462  0.1247
89 H 1.01593 0.81354 3.34224  0.0483
90 H 2.07684 -0.05195 4.43857  0.0989
91 Te -2.34764 -0.69501 4.54283  0.4692
92 C -2.66126 -2.77955 4.45489  -1.1140
93 C -2.79970 -3.60457 3.37018  -0.2796
94 C -2.90025 -4.98689 3.69230  -0.2316
95 C -2.83961 -5.22173 5.03269  -0.4690
96 S -2.66226 -3.73868 5.89043  0.8393
97 H -2.80836 -3.22321 2.35622  0.0674
98 H -3.01194 -5.76985 2.95319  0.0876
99 H -2.90775 -6.16889 5.54450  0.0429

Forces on atoms 1 to 3 (eV/Å):
-0.1 0.0 -0.2
0.0 0.0 0.0
0.0 0.0 0.1